# 1
Computed, not measured: a cluster of 10 separate species, C56H158N26O8P8 in total in a non-equilibrium geometry, with ωB97M-V/def2-TZVPD.

The geometry in XYZ format:
```
256
Properties=species:S:1:pos:R:3:forces:R:3:lowdin_charge:R:1
C -5.14228 -0.33833 7.92002 1.0 0.5 -0.1 -0.092
N -3.74189 -0.20517 7.45142 1.4 -1.1 -1.3 -0.312
C -2.67333 0.02581 8.46960 -1.1 0.8 -0.5 -0.103
P -3.17048 -1.14769 6.12323 -0.7 0.6 -0.9 0.606
O -3.10754 -2.62167 6.36863 0.1 1.3 -0.7 -0.303
N -4.14693 -0.68166 4.79602 -0.9 -0.1 1.5 -0.300
C -4.57883 0.71647 4.65089 0.4 -0.7 -0.6 -0.113
C -4.56720 -1.61865 3.76928 0.1 0.3 -0.1 -0.119
N -1.72024 -0.42655 5.58133 -0.5 -1.6 1.5 -0.289
C -1.44535 1.00099 5.67787 0.4 -0.7 -0.5 -0.114
C -0.71135 -1.31743 4.99007 0.8 0.6 0.0 -0.102
H -5.28532 -1.23287 8.52618 -0.2 -0.1 -0.1 0.082
H -5.83807 -0.28442 7.08273 0.2 -0.4 -0.1 0.073
H -5.36412 0.54492 8.51899 0.0 0.0 0.2 0.077
H -2.68086 -0.62577 9.34338 -0.3 -0.2 -0.1 0.083
H -2.86175 1.06074 8.75513 0.4 0.1 0.6 0.076
H -1.68550 -0.00837 8.01014 -0.2 -0.2 0.0 0.061
H -4.32221 1.29447 5.53868 -0.5 -0.1 0.0 0.057
H -4.09516 1.20469 3.80484 0.4 0.1 -0.2 0.055
H -5.63207 0.72401 4.37031 -0.3 0.2 0.6 0.080
H -5.02080 -2.52562 4.16898 0.3 -0.1 0.1 0.077
H -5.31031 -1.16573 3.11297 -0.2 0.3 0.2 0.079
H -3.73810 -1.83906 3.09690 0.1 -0.5 0.0 0.051
H -2.19955 1.56174 6.23000 0.0 -0.3 0.0 0.059
H -0.47896 1.10705 6.17077 0.1 0.4 0.1 0.075
H -1.39098 1.41726 4.67196 0.1 0.3 -0.1 0.069
H 0.28546 -1.13230 5.39032 0.2 0.3 0.6 0.070
H -0.53133 -1.14224 3.92941 -0.5 0.1 -0.2 0.050
H -0.83867 -2.39140 5.12601 -0.8 0.3 0.2 0.057
C -4.18313 -2.02726 -5.46271 1.5 0.5 0.4 -0.089
N -3.10343 -2.77922 -4.80240 -1.6 -0.8 1.5 -0.315
C -1.83069 -2.59667 -5.36888 1.8 0.3 -0.1 -0.145
P -3.28625 -3.89901 -3.51006 -0.5 -0.5 -2.6 0.577
O -2.02261 -4.19391 -2.78979 -0.9 1.0 0.1 -0.273
N -4.59606 -3.29206 -2.65454 -0.4 -0.2 0.3 -0.277
C -4.29633 -2.17066 -1.75861 0.0 0.5 -0.7 -0.112
C -6.00281 -3.38469 -3.08405 -0.3 0.1 -0.1 -0.129
N -3.86720 -5.29476 -4.28874 -0.1 1.5 1.3 -0.326
C -3.94390 -5.48211 -5.70326 0.9 0.2 -0.3 -0.116
C -4.14342 -6.46109 -3.48931 -0.6 0.0 0.4 -0.115
H -3.82416 -0.99919 -5.41466 -0.8 0.7 0.8 0.076
H -5.15988 -2.22620 -5.02171 0.3 0.3 -0.4 0.059
H -4.13120 -2.06854 -6.55069 -0.5 -1.2 -0.3 0.079
H -1.09818 -2.30438 -4.61649 0.2 -0.6 0.2 0.056
H -1.76396 -1.72306 -6.01728 -0.5 -0.1 -0.5 0.080
H -1.50567 -3.50085 -5.88361 0.4 0.1 -0.3 0.088
H -5.12235 -1.94476 -1.08425 0.2 -0.6 0.5 0.087
H -3.31950 -2.29123 -1.29026 -0.3 -0.3 0.4 0.053
H -4.21348 -1.23362 -2.30925 0.1 0.2 -0.5 0.071
H -6.46834 -2.45697 -3.41680 0.6 0.7 0.0 0.070
H -6.19435 -4.02826 -3.94267 0.6 -0.4 0.2 0.078
H -6.70190 -3.66853 -2.29743 0.4 -0.5 0.4 0.080
H -3.97059 -4.53409 -6.24051 -0.2 -0.1 0.1 0.065
H -2.99222 -5.94940 -5.95635 -0.1 -0.5 -0.8 0.087
H -4.79219 -6.10854 -5.97910 0.0 0.0 -0.1 0.086
H -3.53875 -6.49504 -2.58304 0.1 0.0 0.0 0.074
H -4.01387 -7.39647 -4.03373 0.3 0.1 -0.2 0.084
H -5.19593 -6.42307 -3.20849 -0.2 -0.3 0.3 0.073
C 5.35306 -6.61911 -2.38073 0.6 1.4 0.4 -0.068
N 6.12568 -5.33406 -2.12598 0.2 -0.5 0.0 -0.299
C 7.57902 -5.46554 -2.33722 0.5 0.5 0.7 -0.142
P 5.51926 -3.79779 -2.47015 -1.3 0.9 1.4 0.623
O 5.85839 -3.32142 -3.84931 -0.7 0.1 1.5 -0.307
N 3.81991 -3.92977 -2.12899 1.3 -0.5 0.4 -0.289
C 2.93172 -3.45005 -3.14654 0.2 0.2 -1.1 -0.140
C 3.17891 -4.38651 -0.84464 1.1 0.2 -1.3 -0.064
N 6.02811 -2.71565 -1.16595 0.5 -1.9 -1.2 -0.287
C 6.22856 -3.29720 0.18003 -0.2 0.5 -0.4 -0.128
C 6.19813 -1.25048 -1.28481 0.6 -1.1 0.3 -0.097
H 4.51063 -6.44296 -3.04960 0.2 -0.1 -0.1 0.074
H 4.96636 -7.02987 -1.44808 0.0 0.1 0.1 0.064
H 6.08066 -7.32835 -2.77529 -0.3 0.0 -0.3 0.074
H 8.04740 -6.30795 -1.82824 -0.6 -0.6 -0.1 0.078
H 8.11566 -4.66277 -1.83158 -0.3 0.5 -0.1 0.069
H 7.93433 -5.44720 -3.36752 -0.4 -0.1 -0.2 0.081
H 2.02442 -3.01028 -2.73243 -0.1 -0.3 0.0 0.062
H 3.41004 -2.68621 -3.75961 0.1 0.3 0.2 0.051
H 2.74032 -4.22895 -3.88464 -0.7 -0.2 0.0 0.078
H 3.37736 -3.66682 -0.05043 -0.2 0.0 0.0 0.039
H 2.11041 -4.51342 -1.01863 0.1 0.1 0.1 0.072
H 3.55977 -5.35912 -0.53309 0.1 0.0 0.0 0.068
H 7.00532 -2.77959 0.74289 0.0 0.4 -0.1 0.075
H 5.29761 -3.22711 0.74261 0.0 0.0 0.4 0.053
H 6.55500 -4.33708 0.19385 -0.3 0.0 -0.5 0.067
H 6.13722 -0.88662 -2.31048 -0.2 -0.3 0.2 0.051
H 7.20179 -1.02798 -0.92249 0.1 0.3 0.0 0.076
H 5.51550 -0.70666 -0.63181 -0.4 0.0 -0.1 0.062
C -1.10670 5.39917 2.92086 -0.1 0.4 0.1 -0.097
N -2.39246 5.11334 3.54787 0.1 0.5 1.2 -0.291
C -3.20453 4.17678 2.82970 -0.9 -0.8 -0.4 -0.136
P -3.23341 6.34196 4.41808 -0.6 0.2 0.3 0.648
O -4.20885 7.11975 3.56017 1.3 -1.2 1.7 -0.312
N -3.98187 5.51062 5.77121 -0.2 0.7 -2.4 -0.291
C -5.42878 5.78653 6.00371 1.1 0.4 -0.9 -0.098
C -3.29480 4.66000 6.70629 -0.1 0.0 0.7 -0.150
N -2.08372 7.33893 5.16635 0.0 -1.5 -0.3 -0.329
C -1.78799 8.67547 4.75906 -0.4 0.5 -0.6 -0.128
C -1.07704 6.82014 6.09803 -0.9 -0.5 -0.3 -0.114
H -1.23018 5.94432 1.98508 0.0 0.5 0.0 0.074
H -0.54082 4.52113 2.60959 -0.3 -0.5 0.5 0.082
H -0.50780 5.94851 3.64727 0.2 0.2 -0.4 0.065
H -2.80827 3.16214 2.78993 0.6 -0.1 0.3 0.060
H -3.36582 4.42727 1.78122 0.0 0.4 -0.1 0.057
H -4.18888 4.04357 3.27850 -0.1 0.3 0.2 0.080
H -5.92647 4.89014 6.37367 0.0 0.2 0.2 0.078
H -5.57573 6.68936 6.59651 0.0 -0.3 0.8 0.076
H -5.86964 6.09615 5.05614 0.0 -0.4 -0.2 0.060
H -2.24638 4.46722 6.47876 -0.2 0.2 -0.3 0.058
H -3.33579 5.09758 7.70376 0.2 0.3 0.3 0.079
H -3.75995 3.68655 6.86157 -0.3 -0.3 -0.5 0.061
H -1.03285 8.63498 3.97407 -0.1 0.5 -0.5 0.083
H -2.72813 9.15115 4.47984 0.3 0.2 -0.5 0.081
H -1.34659 9.25956 5.56660 -0.2 -0.2 0.3 0.082
H -0.82591 5.78508 5.86635 0.0 -0.1 0.1 0.057
H -1.56712 6.87810 7.06992 0.8 -0.1 0.5 0.084
H -0.14618 7.38150 6.01764 -0.2 0.2 0.2 0.087
C -3.60461 -5.37709 2.58258 1.6 -0.4 0.3 -0.096
N -2.41485 -5.23163 1.69003 -0.5 -0.6 -0.2 -0.274
C -2.78885 -4.48048 0.50400 1.4 0.0 -0.3 -0.138
P -0.91159 -6.02901 1.88017 -0.4 0.8 -0.1 0.606
O 0.07334 -5.82173 0.74250 -1.7 0.1 1.9 -0.304
N -0.36645 -5.41407 3.37130 0.6 -1.7 -1.4 -0.315
C 0.41392 -4.21172 3.26526 0.6 0.4 0.1 -0.137
C -1.06467 -5.58916 4.64572 0.1 1.1 -0.9 -0.093
N -1.27379 -7.63419 2.26027 -0.9 0.1 0.5 -0.317
C -0.08173 -8.42307 2.56876 0.0 0.6 0.2 -0.120
C -2.28919 -8.40250 1.51336 0.8 0.5 -0.8 -0.100
H -3.61580 -4.58062 3.32663 -0.2 0.2 0.0 0.059
H -3.51909 -6.31119 3.13777 -0.2 -0.1 0.0 0.065
H -4.54165 -5.36964 2.02581 0.2 0.0 -0.2 0.082
H -3.15283 -3.49192 0.78392 -0.5 0.0 0.1 0.070
H -3.47734 -5.04564 -0.12423 -0.3 0.2 -0.1 0.078
H -1.90021 -4.26930 -0.09084 0.0 -0.3 -0.2 0.046
H 0.79331 -3.94158 4.25075 0.0 0.0 0.1 0.079
H 1.28254 -4.32943 2.61738 0.0 -0.3 -0.1 0.073
H -0.12223 -3.34470 2.87934 -0.4 0.2 0.0 0.064
H -0.30205 -5.44133 5.41035 -0.3 -0.3 0.3 0.084
H -1.75830 -4.74899 4.67883 -0.4 -0.1 0.8 0.060
H -1.60109 -6.53296 4.74367 0.3 0.0 -0.1 0.080
H 0.43187 -7.89996 3.37540 0.3 -0.1 -0.1 0.072
H -0.32733 -9.41800 2.94008 -0.2 0.0 -0.2 0.082
H 0.54667 -8.46972 1.67936 0.3 -0.3 0.1 0.080
H -1.88143 -8.56034 0.51490 -0.3 -0.2 -0.4 0.080
H -3.24785 -7.89451 1.40838 0.2 0.2 0.2 0.067
H -2.45373 -9.40184 1.91626 0.1 0.2 0.5 0.079
C -0.75590 -0.36382 -2.49721 0.5 1.0 -0.3 -0.105
N 0.24138 0.35220 -1.69671 -2.4 0.1 1.9 -0.277
C 1.40341 0.87185 -2.34419 0.6 0.0 -0.4 -0.120
P 0.13854 0.46620 -0.00342 -0.8 -2.7 -1.4 0.602
O 0.78416 1.67919 0.48300 1.0 0.5 0.8 -0.268
N -1.51816 0.33519 0.43530 1.5 -1.5 -1.0 -0.291
C -2.46644 1.26531 -0.13239 0.7 1.2 0.2 -0.106
C -1.83362 -0.12289 1.77342 0.3 0.2 0.0 -0.117
N 0.85011 -1.04178 0.48870 0.1 1.1 1.3 -0.264
C 0.39209 -2.31243 -0.06656 -0.3 0.6 -1.0 -0.114
C 2.28103 -1.04811 0.92589 -1.0 -0.2 -0.8 -0.079
H -1.66341 -0.68543 -1.98621 0.5 -0.3 0.6 0.051
H -0.24270 -1.19400 -2.98251 -0.4 -0.2 -0.2 0.065
H -1.15399 0.35279 -3.21561 0.1 -0.1 -0.7 0.074
H 1.37053 1.89419 -2.72079 -0.4 0.2 0.2 0.053
H 1.61352 0.27663 -3.23283 0.2 -0.3 0.1 0.067
H 2.23368 0.81626 -1.64017 0.3 0.0 -0.2 0.064
H -2.05538 2.27142 -0.04956 0.1 0.4 -0.3 0.069
H -2.65977 1.07620 -1.18831 -0.4 -0.1 0.1 0.068
H -3.35176 1.35627 0.49693 -0.3 -0.6 -0.3 0.083
H -2.91562 -0.25164 1.80164 0.1 0.0 0.4 0.069
H -1.34252 -1.05078 2.06661 -0.1 -0.2 -0.5 0.052
H -1.46243 0.61132 2.48844 -0.5 0.2 0.5 0.070
H 0.69729 -2.40286 -1.10905 0.4 -0.2 -0.2 0.057
H 0.75355 -3.19786 0.45637 0.0 0.3 0.3 0.055
H -0.69260 -2.36560 -0.15985 -0.1 0.1 0.5 0.063
H 2.97662 -0.85383 0.10948 0.1 0.6 -0.3 0.063
H 2.55624 -2.07780 1.15414 -0.3 0.0 0.7 0.055
H 2.41990 -0.34400 1.74628 0.2 -0.2 -0.1 0.056
C 4.83235 2.43623 -8.10787 -1.0 -0.8 0.6 -0.092
N 3.98276 3.09274 -7.11679 0.3 0.5 2.4 -0.332
C 3.42228 4.38821 -7.46231 0.6 -0.5 -0.2 -0.103
P 3.29812 2.25678 -5.80720 0.2 -2.3 -0.1 0.641
O 2.52133 2.97661 -4.75097 0.3 0.3 -1.4 -0.301
N 2.28728 1.08569 -6.61092 0.1 0.4 2.0 -0.289
C 0.81131 0.97927 -6.38967 1.1 1.0 0.5 -0.085
C 2.83846 -0.04748 -7.31710 0.0 0.2 -0.5 -0.156
N 4.62388 1.35524 -5.13569 -2.5 -0.3 -1.0 -0.297
C 4.28753 0.33093 -4.08344 0.6 1.0 -1.2 -0.078
C 5.84805 2.04035 -4.87958 0.7 0.1 0.5 -0.145
H 5.19251 3.09339 -8.89940 0.0 0.3 0.4 0.090
H 4.19329 1.68138 -8.56601 0.4 -0.2 -0.5 0.056
H 5.63975 1.91638 -7.59215 0.2 0.1 -0.3 0.072
H 2.96014 4.20370 -8.43210 -0.6 0.9 0.0 0.084
H 4.21581 5.12934 -7.55793 0.1 0.1 -0.2 0.080
H 2.78134 4.76264 -6.66412 -0.4 -0.3 -0.3 0.059
H 0.40743 0.00145 -6.65204 0.3 0.0 -0.3 0.071
H 0.56080 1.15512 -5.34352 0.1 0.0 0.1 0.038
H 0.31556 1.77157 -6.95057 -0.3 -0.2 -0.2 0.072
H 2.56498 0.13154 -8.35694 0.0 -0.8 -0.4 0.077
H 3.92187 -0.16014 -7.27664 0.0 0.4 0.3 0.074
H 2.43475 -0.98182 -6.92708 -0.2 -0.1 -0.2 0.077
H 3.39438 -0.20860 -4.39856 0.0 0.1 0.3 0.061
H 5.11824 -0.36789 -3.98521 0.0 -0.1 -0.4 0.061
H 4.19962 0.80343 -3.10512 -0.4 0.1 0.1 0.070
H 6.66926 1.33483 -5.00588 0.3 0.0 0.0 0.089
H 5.86716 2.37286 -3.84170 0.2 0.3 0.1 0.048
H 6.01217 2.90093 -5.52810 -0.2 -0.1 0.0 0.076
C -1.01652 3.37591 -4.40196 0.2 0.3 -0.4 -0.133
N -0.95013 4.82880 -4.42753 -1.3 0.9 0.2 -0.293
C -0.44752 5.42289 -5.68867 -0.2 -0.3 1.1 -0.082
P -1.21612 5.74630 -3.00207 1.4 -1.1 0.5 0.679
O -1.40846 7.22019 -3.20380 0.4 -1.9 -0.1 -0.309
N -2.50341 4.91077 -2.13362 1.7 0.2 -0.7 -0.302
C -2.68353 5.43509 -0.79915 -0.4 0.8 0.2 -0.142
C -3.76112 4.65122 -2.81655 0.7 -0.2 -1.4 -0.122
N 0.23792 5.34813 -2.06612 -1.7 0.1 0.3 -0.296
C 0.41410 4.15639 -1.23797 -1.1 0.3 0.2 -0.131
C 1.49196 5.89960 -2.52387 -1.0 0.8 -0.4 -0.123
H -0.03382 2.91962 -4.28281 0.1 0.0 0.5 0.043
H -1.34116 3.05471 -5.39168 -0.3 -0.1 -0.1 0.074
H -1.74454 3.03240 -3.66705 0.3 -0.1 0.1 0.057
H 0.64036 5.46552 -5.63564 0.1 0.6 -0.1 0.057
H -0.95127 6.37622 -5.84832 0.5 0.1 0.0 0.079
H -0.64692 4.76526 -6.53475 -0.4 -0.1 0.1 0.072
H -3.15273 6.41647 -0.86862 0.3 0.5 0.3 0.090
H -3.41625 4.87618 -0.21703 0.2 -0.6 -0.2 0.061
H -1.73544 5.48027 -0.26327 -0.2 0.1 0.0 0.053
H -4.20920 5.50126 -3.33108 -0.2 0.5 0.6 0.084
H -3.51637 4.01705 -3.66862 -0.3 -0.5 0.1 0.055
H -4.48138 4.15128 -2.16895 0.2 0.1 0.1 0.086
H 0.10080 4.39517 -0.22165 -0.2 -0.3 0.3 0.058
H -0.20901 3.34182 -1.60718 0.2 -0.3 0.2 0.053
H 1.45341 3.85066 -1.11768 0.0 0.0 -0.6 0.061
H 1.79465 5.38277 -3.43455 0.6 0.1 -0.1 0.063
H 2.25736 5.84013 -1.75010 -0.1 -0.1 0.0 0.072
H 1.26398 6.95219 -2.69178 0.6 0.2 -0.4 0.077
C 4.85766 2.53184 1.55400 0.6 0.6 -0.3 -0.098
C 4.00619 2.90410 0.33078 0.7 0.3 0.6 -0.230
C 4.73832 3.89442 -0.63881 -1.2 0.0 0.9 -0.164
C 5.92712 3.22743 -1.08819 0.2 -0.3 -0.8 -0.252
N 6.79069 2.58035 -1.47496 0.4 -0.1 0.1 0.170
H 4.25558 2.14476 2.37604 0.1 -0.4 -0.2 0.046
H 5.38817 3.39557 1.95480 -0.2 0.4 0.1 0.078
H 5.68384 1.88870 1.25089 -0.2 -0.5 0.2 0.068
H 3.06127 3.28226 0.72094 -0.1 0.2 -0.6 0.096
H 3.83781 1.99292 -0.24324 -0.4 0.1 0.0 0.087
H 5.02521 4.86148 -0.22581 -0.1 -0.1 0.5 0.122
H 4.05015 4.13827 -1.44816 0.3 -0.2 -0.4 0.100
C 2.52293 1.11280 4.68559 -0.4 -0.2 -1.4 -0.101
C 3.52049 0.43234 5.55605 0.1 -0.1 1.2 -0.272
C 4.95336 0.80228 5.23126 0.3 -0.1 0.2 -0.200
C 5.28858 2.18235 5.53363 0.4 3.1 0.1 -0.232
N 5.53712 3.31075 5.72193 -0.6 -2.6 -0.3 0.142
H 2.65499 2.18788 4.56360 0.0 0.1 0.4 0.086
H 1.48927 0.88248 4.94364 0.1 0.1 0.2 0.045
H 2.67073 0.70520 3.68554 -0.2 0.1 -0.3 0.052
H 3.47095 -0.65249 5.46227 -0.3 -0.1 -0.1 0.113
H 3.31127 0.65959 6.60137 0.1 0.0 0.2 0.115
H 5.11270 0.61725 4.16895 0.4 0.0 0.0 0.115
H 5.63893 0.21254 5.83978 0.1 -0.3 -0.3 0.122
```
Forces are in eV/Å.

Values from the calculation:
ΔE to the lowest compared entry with this formula, charge and spin, kJ/mol: 0.0
Electronic energy, eV: -190074.672
SMILES: CN(C)P(=O)(N(C)C)N(C)C.CN(C)P(=O)(N(C)C)N(C)C.CN(C)P(=O)(N(C)C)N(C)C.CN(C)P(=O)(N(C)C)N(C)C.CN(C)P(=O)(N(C)C)N(C)C.CN(C)P(=O)(N(C)C)N(C)C.CN(C)P(=O)(N(C)C)N(C)C.CN(C)P(=O)(N(C)C)N(C)C.CCCC#N.CCCC#N
Lowest unoccupied orbital energy, eV: 0.277
HOMO level, eV: -7.6
Frontier orbital gap, eV: 7.9191

=====

# 2
Computed, not measured: the ion C11H21N4 with charge +1 in a non-equilibrium geometry, with ωB97M-V/def2-TZVPD.

The geometry in XYZ format:
```
36
Properties=species:S:1:pos:R:3:forces:R:3:nbo_charge:R:1
C 0.97925 0.06764 2.57168 1.4 1.8 0.6 -0.662
C 0.96113 0.81058 1.21071 -1.2 -0.5 2.0 -0.236
C 0.61144 2.31985 1.49840 -0.4 -0.9 1.8 -0.408
C 0.95234 3.14107 0.28126 0.9 1.8 -0.6 -0.417
C 0.10554 2.66067 -0.86746 0.7 0.2 -1.5 -0.384
C 0.21934 1.16457 -1.07391 1.5 -0.9 1.3 -0.398
C -0.06048 0.28673 0.19784 0.0 1.0 -1.3 -0.208
C -0.06486 -1.19796 -0.28103 -0.4 1.3 -0.5 0.249
N -0.14292 -2.08165 0.89506 -0.5 -3.0 0.8 -0.772
N 1.09187 -1.58162 -1.01204 1.2 0.7 1.7 -0.463
C 1.04686 -2.07458 -2.15037 0.1 -1.7 -1.0 0.295
N -0.08259 -2.40511 -2.91841 -0.5 0.6 -0.5 -0.431
C -1.22065 -2.08159 -2.46213 2.0 -0.2 1.9 0.161
C -1.41491 -1.39717 -1.09823 -1.1 2.4 -1.7 -0.170
N -2.39172 -2.02807 -0.24215 -1.9 -1.2 0.3 -0.863
H 0.11005 0.11127 3.22267 -0.4 0.1 -0.2 0.219
H 1.75101 0.72336 3.04287 -0.6 -0.9 0.5 0.250
H 1.42401 -0.91820 2.62422 0.2 -0.3 -0.3 0.196
H 2.03056 0.77573 0.95993 -0.5 -0.1 -1.0 0.235
H 1.04067 2.59891 2.49735 0.6 0.1 -1.2 0.232
H -0.46757 2.42232 1.86188 0.8 -0.2 -1.3 0.209
H 1.99670 3.04190 -0.11006 -0.4 -0.1 1.1 0.210
H 0.81499 4.25919 0.42760 0.0 -1.3 0.0 0.234
H -0.86977 2.80650 -0.54960 -2.4 0.7 0.2 0.190
H 0.28313 3.24659 -1.83579 -0.2 -0.9 1.4 0.230
H -0.37918 0.80011 -1.87473 -0.2 0.0 -1.0 0.196
H 1.28525 0.88364 -1.18528 -0.4 0.3 -0.9 0.215
H -1.10733 0.45789 0.55756 0.7 0.0 0.1 0.207
H -1.26927 -2.34615 0.81138 1.3 0.5 0.4 0.457
H 0.43710 -2.98046 0.75749 -1.0 1.8 0.1 0.445
H 0.11095 -1.71186 1.84060 -0.3 0.1 -1.3 0.464
H 1.92428 -2.54941 -2.58663 0.3 0.7 0.1 0.203
H -2.00386 -2.43018 -3.05166 -2.0 -0.2 -0.6 0.208
H -1.82503 -0.31822 -1.45213 0.9 -2.3 1.2 0.261
H -3.24910 -1.45675 0.01846 1.6 -1.2 -0.7 0.434
H -2.62719 -3.01956 -0.52537 -0.1 1.8 0.3 0.413
```
Forces are in eV/Å.

Values from the calculation:
ΔE to the lowest compared entry with this formula, charge and spin, kJ/mol: 14.5
Electronic energy, eV: -17699.722
SMILES: C[C@@H]1CCCC[C@H]1[C@]1([NH3+])N=CN=C[C@H]1N
Charge: +1
Lowest unoccupied orbital energy, eV: -3.736
HOMO level, eV: -13.1
Frontier orbital gap, eV: 9.4004